Entry from the OMol25 dataset: a cluster of 14 separate species, C4H37N2O15 in total (ωB97M-V/def2-TZVPD).

Last column: natural (NBO) charge in e.
Atoms and positions in Å:
O (3.24, -2.45, 0.40)  -0.9871
O (-0.36, -1.69, -2.43)  -0.9004
O (-2.34, 2.34, 1.49)  -0.9891
O (0.31, 2.67, -2.00)  -0.9866
O (-0.53, 4.18, 0.69)  -0.9930
O (3.64, -0.09, -2.02)  -0.9612
O (3.88, 1.85, 0.34)  -1.0116
O (-3.36, -1.06, 0.18)  -1.0668
O (-1.32, -4.31, 0.04)  -1.0067
O (-2.28, -2.73, 1.99)  -1.0007
O (-2.59, -2.74, -1.72)  -1.0426
O (0.62, 1.65, 3.34)  -0.7433
O (1.12, -3.19, -1.13)  -1.0714
O (-3.45, 1.48, -0.74)  -0.9962
O (1.99, 3.75, -0.16)  -1.0212
N (-0.56, 0.21, -0.92)  -0.7349
N (0.60, -1.02, 2.10)  -0.8729
C (-0.38, -0.31, -2.30)  0.1022
C (0.35, 0.24, 1.40)  -0.0616
C (0.66, 0.14, -0.10)  -0.2424
C (1.16, 1.37, 2.05)  -0.0758
H (-3.00, 2.38, 0.75)  0.5173
H (-3.04, -1.58, 0.98)  0.5155
H (-1.64, -2.35, -2.01)  0.5155
H (1.53, 3.48, -0.98)  0.4975
H (-1.22, 0.10, -2.91)  0.1459
H (-0.23, 2.10, 3.24)  0.4700
H (-0.43, -3.96, -0.14)  0.5017
H (1.21, -0.76, -0.30)  0.1866
H (1.35, -1.56, 1.69)  0.3859
H (3.20, 2.54, 0.16)  0.5146
H (1.14, 2.27, 1.43)  0.1857
H (-2.57, 1.41, -1.13)  0.4778
H (1.31, 0.97, -0.44)  0.1970
H (0.88, -0.84, 3.06)  0.3671
H (-1.41, -2.34, 2.19)  0.4914
H (-0.09, 1.98, -1.43)  0.5036
H (3.84, 0.50, -1.27)  0.4968
H (-0.79, 4.24, -0.23)  0.4759
H (3.49, -1.61, 0.00)  0.4540
H (-3.59, 0.56, -0.42)  0.5138
H (-1.98, -3.40, 1.33)  0.5036
H (-3.20, -1.65, -0.60)  0.5065
H (1.20, 4.03, 0.37)  0.5068
H (2.19, 1.09, 2.24)  0.1795
H (1.24, -3.88, -1.78)  0.4701
H (-0.70, 0.45, 1.58)  0.1564
H (-1.16, 3.51, 1.05)  0.5087
H (2.50, -2.78, -0.15)  0.5053
H (-1.86, -3.89, -0.67)  0.5004
H (-2.08, 1.41, 1.49)  0.4769
H (0.49, -2.48, -1.66)  0.5064
H (-3.03, -2.98, -2.54)  0.4791
H (4.21, 1.96, 1.23)  0.4724
H (0.85, 2.16, -2.62)  0.4811
H (-1.31, -0.28, -0.46)  0.3963
H (0.58, 0.06, -2.70)  0.1385
H (3.04, -0.74, -1.67)  0.4617

Output
total charge = -1

---

Entry from the OMol25 dataset: a structure of composition C44H40Cl5NO2P2RhS (ωB97M-V/def2-TZVPD).

Last column: Löwdin charge in e.
Atoms and positions in Å:
Rh (0.87, -0.23, 1.02)  0.8468
Cl (3.59, -1.27, 1.98)  0.7322
Cl (4.88, -1.00, 4.82)  0.7063
Cl (0.33, 1.29, 6.61)  0.7018
Cl (3.23, 0.30, 7.14)  0.7089
Cl (-0.94, 0.98, 3.80)  0.7215
S (-3.06, -3.49, -4.22)  0.8172
P (-0.04, -0.41, -1.16)  0.9665
P (-0.81, -1.61, 1.03)  0.8612
O (2.37, 1.25, 0.51)  -0.0952
O (0.33, 1.68, 1.05)  -0.1614
N (-1.22, -1.51, -0.60)  -0.3879
C (-0.82, 4.07, 0.72)  -0.0229
C (-4.41, -0.95, 2.69)  -0.0563
C (-4.76, -2.20, 3.20)  -0.0514
C (3.06, -1.81, -3.36)  -0.0614
C (-2.27, 1.21, -1.59)  -0.0875
C (-2.89, -4.32, -2.61)  -0.4776
C (3.29, -0.43, 4.54)  -0.7062
C (2.71, -0.52, 3.28)  -0.6734
C (2.55, 0.15, 5.57)  -0.7032
C (-4.54, -2.49, -3.93)  -0.4035
C (-0.19, 1.93, -2.58)  -0.0748
C (0.41, -2.90, 1.34)  -0.3564
C (-2.16, 3.28, -2.80)  -0.0650
C (-0.92, 0.99, -1.85)  -0.3320
C (1.79, -4.10, 2.89)  -0.0624
C (2.38, 7.74, -0.33)  -0.0373
C (4.23, 3.15, 0.20)  -0.0323
C (-3.89, -3.27, 3.09)  -0.0564
C (0.31, -1.49, -3.72)  -0.0825
C (2.54, -4.61, 1.83)  -0.0618
C (1.48, 2.13, 0.67)  -0.5190
C (2.14, 6.28, -0.06)  -0.2456
C (0.91, -1.11, -2.52)  -0.3554
C (-2.89, 2.35, -2.08)  -0.0695
C (0.70, 0.46, 4.05)  -0.6682
C (-2.32, -1.86, 1.94)  -0.3403
C (1.16, -3.40, 0.27)  -0.0970
C (0.86, 5.80, 0.20)  -0.0026
C (1.25, 0.59, 5.33)  -0.7028
C (0.74, -3.24, 2.66)  -0.1013
C (1.42, -0.08, 3.00)  -0.3041
C (2.28, -1.26, -2.34)  -0.0971
C (1.09, -2.06, -4.72)  -0.0560
C (-0.81, 3.08, -3.04)  -0.0576
C (0.61, 4.46, 0.45)  -0.1694
C (3.19, 5.38, -0.04)  -0.0033
C (3.01, 4.03, 0.20)  -0.1722
C (-1.86, -3.65, -1.70)  -0.2549
C (2.46, -2.21, -4.54)  -0.0568
C (-3.20, -0.78, 2.06)  -0.1227
C (-2.26, -2.23, -1.34)  -0.2492
C (1.70, 3.56, 0.44)  -0.0458
C (-2.67, -3.11, 2.45)  -0.0714
C (2.23, -4.26, 0.52)  -0.0661
H (0.62, -2.37, -5.65)  0.1139
H (-0.94, 3.66, 1.73)  0.0807
H (0.03, 6.50, 0.20)  0.1167
H (-2.84, 0.48, -1.02)  0.0938
H (2.82, 7.88, -1.32)  0.0879
H (3.09, 8.15, 0.40)  0.0888
H (-3.95, 2.51, -1.89)  0.1117
H (4.31, 2.57, 1.12)  0.0866
H (-2.65, 4.17, -3.17)  0.1126
H (2.75, -0.94, -1.41)  0.0928
H (-0.89, -3.64, -2.20)  0.0980
H (-0.75, -1.36, -3.88)  0.0906
H (0.86, 1.77, -2.79)  0.1179
H (-2.91, 0.19, 1.68)  0.0954
H (-1.46, 4.95, 0.63)  0.0841
H (-1.74, -4.25, -0.79)  0.1148
H (-2.00, -3.95, 2.35)  0.1080
H (2.05, -4.37, 3.91)  0.1204
H (5.12, 3.77, 0.11)  0.0803
H (4.12, -1.92, -3.22)  0.1119
H (-2.46, -1.66, -2.25)  0.0766
H (-4.17, -4.24, 3.49)  0.1139
H (3.06, -2.64, -5.33)  0.1125
H (-3.87, -4.36, -2.14)  0.0840
H (-0.24, 3.81, -3.60)  0.1146
H (0.18, -2.82, 3.48)  0.1208
H (4.21, 2.43, -0.62)  0.0858
H (1.46, 8.32, -0.28)  0.0774
H (-3.17, -2.22, -0.74)  0.1256
H (4.20, 5.74, -0.22)  0.1229
H (3.37, -5.27, 2.02)  0.1179
H (2.81, -4.65, -0.30)  0.1162
H (-5.09, -0.12, 2.79)  0.1149
H (-1.17, 3.31, 0.02)  0.0592
H (0.91, -3.15, -0.75)  0.0783
H (-2.58, -5.35, -2.81)  0.0753
H (-4.75, -1.98, -4.87)  0.0359
H (-4.39, -1.75, -3.15)  0.0202
H (-5.71, -2.33, 3.70)  0.1147
H (-5.39, -3.13, -3.68)  0.0410

Output
total charge = +1

---

Asked for Kohn-Sham gap across the records above, the calculation gives 9.2982; 7.2775 eV in order.
Asked for highest occupied orbital energy across the records above, the calculation gives -0.242; -0.403 hartree in order.
Asked for energy above the lowest of the compared OMol25 structures with the same formula, charge and spin across the records above, the calculation gives 0.0; 0.0 kJ/mol in order.